One molecule with the formula C4H7NOS in a non-equilibrium geometry, computed with wB97M-V/def2-TZVPD.

## Properties
frontier orbital gap: 10.081 eV
SMILES: O=C(CS)N1CC1
calculated total energy: -684.63975 Ha
HOMO level: -9.421 eV
energy relative to the best compared isomer or geometry (same formula, charge and spin): 439.31 kJ/mol

ORCA input file:
```
! RIJCOSX wB97M-V def2-TZVPD def2/J DEFGRID3
* xyz 0 1
O 2.1188 0.3260 0.7751
C 1.0299 -0.1963 0.3780
C 0.2346 -0.8640 1.5886
S -1.5200 -1.4754 1.5080
N 0.5322 -0.1435 -0.9507
C -0.8524 0.4787 -0.8146
C 0.2987 1.1523 -1.7283
H 0.1658 -0.0397 2.2884
H 1.1724 -1.4713 1.9708
H -1.2972 -1.6705 0.0303
H -1.7931 -0.0760 -1.0744
H -1.1564 0.8820 0.2602
H 0.4603 2.2072 -1.2930
H 0.6064 0.8906 -2.9384
*
```

C16H29N3P2Sr as an isolated structure in a non-equilibrium geometry, computed with wB97M-V/def2-TZVPD.

## Properties
frontier orbital gap: 4.760 eV
calculated total energy: -1504.48322 Ha
HOMO level: -5.519 eV
energy relative to the best compared isomer or geometry (same formula, charge and spin): 0.00 kJ/mol

ORCA input file:
```
! RIJCOSX wB97M-V def2-TZVPD def2/J DEFGRID3
* xyz 0 1
Sr -0.1191 -0.1463 -2.0436
H -3.0862 -0.5856 -2.6496
H -3.0884 0.1684 -2.6445
P 0.4072 -2.7807 -2.5775
P 0.4135 2.4920 -2.5166
C 0.6085 3.1823 -0.9085
H 0.7852 4.2291 -1.1356
H -0.2958 3.0468 -0.3081
H 1.4555 2.7448 -0.3706
C 1.8169 2.8079 -3.5328
H 1.6926 2.3747 -4.5308
H 1.8219 3.8942 -3.5653
H 2.7377 2.4175 -3.0870
C -1.0707 3.0570 -3.2838
H -1.9394 2.9041 -2.6350
H -0.8606 4.1140 -3.4144
H -1.2538 2.5670 -4.2454
C 1.9131 -3.0713 -3.4466
H 1.9042 -4.1548 -3.5381
H 1.9113 -2.5834 -4.4277
H 2.7846 -2.7257 -2.8793
C 0.4226 -3.5375 -0.9905
H -0.5311 -3.3981 -0.4760
H 0.5896 -4.5786 -1.2411
H 1.2209 -3.1523 -0.3515
C -0.9854 -3.2893 -3.5290
H -1.0550 -2.7517 -4.4795
H -0.7695 -4.3420 -3.6832
H -1.9182 -3.1542 -2.9724
H 0.4636 -0.1530 -4.1920
H 2.0681 -0.1450 -1.9352
N -0.6879 1.6464 9.1645
C -0.7206 1.2924 8.0385
C -0.7236 0.8660 6.6629
C -1.7333 1.2589 5.7669
C -1.6874 0.8876 4.4132
C -0.6234 0.1089 3.9346
C 0.3799 -0.3021 4.8467
C 0.3300 0.0791 6.1907
N -0.4581 -0.1829 2.5466
C 0.6776 -0.8525 2.0784
C 0.6670 -0.7568 0.7030
N -0.5148 -0.1076 0.3201
C -1.1687 0.2221 1.4415
H -2.5459 1.8796 6.1366
H -2.4623 1.2211 3.7337
H 1.2469 -0.8939 4.5603
H 1.1338 -0.2242 6.8740
H 1.4656 -1.2574 2.6878
H 1.4780 -1.1151 0.0559
H -2.0964 0.7801 1.4355
*
```

One molecule with the formula C3H3N3O2 in a non-equilibrium geometry, computed with wB97M-V/def2-TZVPD.

## Properties
frontier orbital gap: 9.756 eV
SMILES: [H]/N=c1/nconc1O
calculated total energy: -430.77481 Ha
HOMO level: -9.808 eV
energy relative to the best compared isomer or geometry (same formula, charge and spin): 383.77 kJ/mol

ORCA input file:
```
! RIJCOSX wB97M-V def2-TZVPD def2/J DEFGRID3
* xyz 0 1
H -2.4205 0.9706 0.2961
N -1.5562 1.5775 0.0315
C -0.4805 0.8420 -0.1719
N 0.8233 1.4035 -0.1360
C 1.8142 0.5701 -0.0460
O 1.8002 -0.7532 -0.0615
N 0.5872 -1.4199 0.0308
C -0.4172 -0.6487 -0.0779
O -1.5990 -1.3017 -0.1192
H 2.7843 1.0467 0.2297
H -1.3358 -2.2870 0.0244
*
```